{
  "formula": "C8H14Cl2NO",
  "method": "ωB97M-V/def2-TZVPD",
  "elements": ["C", "C", "C", "C", "C", "C", "C", "C", "N", "O", "Cl", "Cl", "H", "H", "H", "H", "H", "H", "H", "H", "H", "H", "H", "H", "H", "H"],
  "xyz": [[2.0491, 1.0969, 0.1506], [0.7235, 1.5292, 0.8674], [0.6240, -1.2537, 0.0600], [1.9047, -0.4553, -0.2248], [-0.7486, -0.6018, -0.2467], [-1.2866, 0.5762, 0.5980], [0.7944, -2.4712, -0.8133], [-2.7442, 1.0410, 0.3507], [-0.3560, 1.5001, 0.1417], [2.0730, 1.9510, -0.9802], [3.2675, -1.2886, 0.6068], [-2.0987, -1.8827, 0.0485], [2.9062, 1.3536, 0.7699], [0.6170, 1.3277, 1.8843], [0.6817, -1.6302, 1.1347], [2.3375, -0.5591, -1.3071], [-0.6123, -0.5248, -1.2951], [-1.1807, 0.4310, 1.6053], [0.7786, -2.2024, -1.9230], [-0.0276, -3.0954, -0.5227], [1.7913, -2.8701, -0.6693], [-2.9491, 0.6508, -0.5912], [-2.6760, 2.0824, 0.1534], [-3.4289, 0.6286, 1.0200], [-0.2200, 1.7665, -0.8606], [2.8643, 2.0295, -1.3838]],
  "e_above_lowest_kcal_mol": 23.5,
  "e_homo_ev": -14.4,
  "smiles": "C[C@@H]1[C@@H](Cl)[C@H](C)[NH+]=C[C@H](O)[C@H]1Cl",
  "lumo_ha": -0.2088,
  "total_energy_ev": -37095.733,
  "charge": 1
}

***

{
  "formula": "C8H14ClFNO",
  "method": "ωB97M-V/def2-TZVPD",
  "elements": ["C", "C", "F", "C", "C", "N", "C", "C", "C", "O", "Cl", "C", "H", "H", "H", "H", "H", "H", "H", "H", "H", "H", "H", "H", "H", "H"],
  "xyz": [[2.1913, -1.0430, 0.0982], [1.9864, 0.3158, 0.8066], [3.2124, 0.9744, 0.7091], [0.9242, 1.2379, 0.1471], [-0.3477, 1.6178, 1.0002], [-1.5111, 0.8147, 0.4899], [-1.1202, 0.1731, -0.8105], [-1.3958, -1.3425, -1.0341], [-1.6113, -2.1453, 0.2561], [-0.8111, -2.8771, 0.6308], [-3.1175, -2.0117, 1.2208], [0.2626, 0.7941, -1.2101], [2.3377, -0.9461, -0.9848], [3.0896, -1.4878, 0.5559], [1.3533, -1.7274, 0.3143], [1.7870, 0.1031, 1.8711], [1.4410, 2.2123, 0.0972], [-0.5592, 2.6534, 0.6940], [-0.1863, 1.5859, 2.0861], [-2.2376, 1.4789, 0.2082], [-1.9928, 0.2646, 1.2137], [-1.7961, 0.6515, -1.5405], [-2.2393, -1.5062, -1.7218], [-0.5189, -1.7889, -1.5276], [0.8819, 0.2335, -1.9143], [-0.0227, 1.7648, -1.6555]],
  "e_homo_ev": -14.6,
  "smiles": "C[C@@H](F)[C@@H]1C[NH2+][C@H](CC(=O)Cl)C1",
  "lumo_ha": -0.1345,
  "total_energy_ev": -27293.217,
  "charge": 1
}

***

{
  "formula": "C8H14ClN2O4",
  "method": "ωB97M-V/def2-TZVPD",
  "elements": ["Cl", "O", "O", "O", "O", "C", "C", "C", "C", "N", "H", "H", "H", "H", "H", "H", "H", "C", "C", "C", "C", "N", "H", "H", "H", "H", "H", "H", "H"],
  "xyz": [[-3.2700, 3.1024, -0.3576], [-3.2742, 2.1439, 0.6831], [-3.8963, 2.5352, -1.5652], [-4.1134, 4.1781, 0.0838], [-1.9500, 3.4808, -0.6502], [-1.6235, -3.9806, -2.3647], [-3.1711, -4.2809, -2.4710], [-3.6916, -4.4344, -3.9821], [-3.5968, -3.2735, -4.9237], [-3.4001, -2.3573, -5.6142], [-1.2881, -3.9472, -1.3281], [-1.2973, -3.0732, -2.8730], [-0.9274, -4.6934, -2.8068], [-3.7216, -3.4734, -1.9883], [-3.5778, -5.0943, -1.8700], [-4.7758, -4.5225, -3.9110], [-3.2543, -5.2963, -4.4860], [3.3771, 4.0722, 3.6178], [4.3790, 2.9982, 3.9863], [4.5460, 2.1355, 2.7737], [5.1718, 0.7323, 2.9289], [5.6545, -0.3044, 2.9473], [3.5628, 4.3567, 2.5821], [3.5813, 4.9380, 4.2478], [2.3720, 3.6666, 3.7331], [4.0860, 2.3886, 4.8410], [5.2700, 3.4264, 4.4454], [5.2357, 2.5823, 2.0576], [3.5931, 1.9942, 2.2638]],
  "e_above_lowest_kcal_mol": 32.5,
  "e_homo_ev": -5.3,
  "lumo_ha": 0.0892,
  "total_energy_ev": -32208.829,
  "charge": -1
}

***

{
  "formula": "C8H14FN3",
  "method": "ωB97M-V/def2-TZVPD",
  "elements": ["C", "C", "C", "C", "C", "C", "C", "C", "N", "N", "N", "F", "H", "H", "H", "H", "H", "H", "H", "H", "H", "H", "H", "H", "H", "H"],
  "xyz": [[4.7251, -0.9960, -1.1092], [3.5118, 3.5582, 0.1246], [3.4952, -1.0095, -0.5973], [-0.4804, 0.3478, 0.1525], [-3.6079, -0.4909, -0.4769], [-1.1994, -0.9205, 0.5823], [-2.7544, -0.6730, 0.7787], [1.8290, 0.3172, 0.6516], [2.4740, 3.0624, 0.1149], [0.8631, -0.1505, 0.0020], [3.1049, -0.2963, 0.5411], [3.9903, 0.2100, 1.4744], [4.9924, -1.7718, -1.8478], [5.5235, -0.3501, -0.8021], [4.4735, 4.1330, 0.1224], [-0.7784, 0.8500, -0.7403], [2.6829, -1.6692, -0.7589], [-0.5754, 1.0260, 0.9782], [-4.5927, -0.3009, -0.0257], [-3.5734, -1.3851, -1.1216], [-3.1072, 0.2752, -1.0280], [-0.8747, -1.0430, 1.6307], [-0.9572, -1.7399, -0.1785], [-2.8219, 0.2846, 1.3774], [-3.2638, -1.4966, 1.3661], [1.8443, 0.9317, 1.4780]],
  "e_above_lowest_kcal_mol": 3.9,
  "e_homo_ev": -8.3,
  "smiles": "C=CN(F)/C=N/CCCC.C#N",
  "lumo_ha": 0.0316,
  "total_energy_ev": -15705.707,
  "charge": 0
}

***

{
  "formula": "C8H14FN4O3",
  "method": "ωB97M-V/def2-TZVPD",
  "elements": ["C", "C", "O", "N", "N", "N", "C", "C", "C", "C", "O", "C", "C", "O", "N", "F", "H", "H", "H", "H", "H", "H", "H", "H", "H", "H", "H", "H", "H", "H"],
  "xyz": [[-1.0374, -1.0443, 4.5960], [-0.6043, -2.3251, 3.6318], [-0.9653, -1.9715, 2.2498], [0.0798, -1.4854, 1.5565], [1.1654, -0.7033, 1.9171], [2.0255, -0.3780, 0.8429], [1.3026, -1.0527, -0.3007], [1.5980, -1.1492, -1.9091], [1.9552, 0.3148, -2.6175], [0.5319, 1.1718, -2.7250], [0.7425, 2.6223, -2.4420], [-0.3829, 3.1703, -1.6677], [-1.9796, 3.0394, -2.0584], [-0.0632, 3.8762, -0.5475], [0.0548, -1.7555, 0.1969], [-0.8987, -2.4812, -0.4414], [-0.1047, -0.3937, 4.8854], [-1.4817, -1.5359, 5.5885], [-1.9108, -0.4073, 4.0925], [-1.3212, -3.2214, 3.9536], [0.5023, -2.6738, 3.7833], [0.5708, -1.4889, -2.4133], [2.3741, -1.9961, -2.2138], [2.7512, 0.8477, -1.9445], [2.3459, 0.1202, -3.7288], [-0.2907, 0.7963, -1.9791], [0.1640, 1.0861, -3.8373], [-2.4642, 4.1161, -2.0035], [-2.0992, 2.5826, -3.1404], [-2.5602, 2.3196, -1.3242]],
  "e_homo_ev": -12.8,
  "smiles": "CCOn1nnc(CCCOC(C)=O)[n+]1F",
  "lumo_ha": -0.1911,
  "total_energy_ev": -23323.003,
  "charge": 1
}

***

{
  "formula": "C8H14FO5S",
  "method": "ωB97M-V/def2-TZVPD",
  "elements": ["F", "C", "C", "C", "O", "C", "O", "O", "H", "H", "H", "H", "H", "H", "C", "C", "C", "S", "O", "O", "C", "H", "H", "H", "H", "H", "H", "H", "H"],
  "xyz": [[2.1241, 2.2972, -0.2570], [3.6061, -2.0778, -1.2940], [2.6481, -1.1298, -0.7000], [1.3871, -0.7388, -1.4380], [0.4601, -1.7258, -1.0100], [0.8851, -2.1778, 0.2080], [0.2491, -2.7308, 0.9230], [2.1461, -1.7568, 0.4400], [4.5411, -2.2678, -0.7310], [3.9641, -1.7228, -2.0860], [3.1031, -3.0848, -1.6070], [3.0371, -0.4198, -0.1980], [1.2441, -0.8098, -2.5460], [0.6931, 0.0802, -1.2000], [-2.1969, 1.9632, -0.3730], [-2.6049, 0.3982, -0.2140], [-2.6049, 0.1942, 1.3170], [-1.4569, 1.2722, 2.1040], [-0.4499, 0.3762, 2.6380], [-2.1399, 2.0192, 3.1070], [-1.2069, 2.2862, 0.6670], [-3.1859, 2.5402, -0.2830], [-1.6729, 2.3382, -1.3710], [-1.7779, -0.0718, -0.7620], [-3.3819, 0.1632, -0.6990], [-2.4709, -0.9508, 1.5480], [-3.4389, 0.5832, 1.9090], [-0.2469, 1.8522, 0.6790], [-1.2539, 3.3002, 1.2280]],
  "e_above_lowest_kcal_mol": 66.9,
  "e_homo_ev": -4.2,
  "lumo_ha": 0.1142,
  "total_energy_ev": -32309.354,
  "charge": -1
}

***

{
  "formula": "C8H14MgOP",
  "method": "ωB97M-V/def2-TZVPD",
  "elements": ["C", "C", "C", "C", "C", "Mg", "P", "H", "H", "H", "H", "H", "H", "H", "H", "C", "C", "C", "O", "H", "H", "H", "H", "H", "H"],
  "xyz": [[0.7466, 0.7304, -2.3108], [0.1400, 0.0646, -3.3369], [-0.3470, -1.2623, -3.3961], [-0.3273, -2.3409, -2.4595], [0.1423, -2.3260, -1.1902], [-0.5613, -0.4183, -1.1688], [0.0285, 2.4837, -0.2712], [1.2321, 1.6886, -2.5184], [0.0024, 0.5639, -4.3111], [-0.7242, -1.5446, -4.3725], [0.2146, -3.1723, -0.5033], [-0.7166, -3.2643, -2.9460], [-0.9627, 3.1011, 0.5299], [0.1895, 3.6124, -1.1157], [1.1287, 2.8127, 0.5560], [-1.0632, 0.6428, 3.0238], [-0.0555, -0.1390, 2.2252], [1.0588, -0.7425, 3.0435], [-0.1733, -0.2951, 0.9943], [-0.8126, 0.5066, 4.0823], [-2.0678, 0.2350, 2.8337], [-1.0282, 1.7179, 2.7858], [1.1362, -1.8246, 2.8637], [2.0289, -0.2488, 2.8659], [0.7913, -0.5811, 4.0963]],
  "e_above_lowest_kcal_mol": 0.6,
  "e_homo_ev": [-0.8, -0.8],
  "lumo_ha": [0.1036, 0.1036],
  "total_energy_ev": -25298.242,
  "charge": -1
}

***

{
  "formula": "C8H14N2",
  "method": "ωB97M-V/def2-TZVPD",
  "elements": ["C", "C", "C", "C", "C", "C", "C", "C", "N", "N", "H", "H", "H", "H", "H", "H", "H", "H", "H", "H", "H", "H", "H", "H"],
  "xyz": [[1.7840, -2.8207, -0.3127], [1.4665, -1.7689, 0.5116], [1.7757, -2.3087, -1.5942], [1.0096, -0.5607, -0.1221], [-0.1861, 2.4477, 0.5493], [-1.1749, 0.8041, -1.1791], [-1.9783, 0.7674, 1.2771], [-0.8306, 1.0437, 0.3697], [1.2830, -1.1909, -1.9837], [0.2578, 0.2369, 0.7815], [2.3878, -3.7091, 0.0883], [1.3547, -1.7561, 1.5712], [2.2797, -2.9825, -2.3042], [1.7771, 0.0247, -0.7098], [-1.0328, 3.2005, 0.4557], [0.2052, 2.6011, 1.5234], [0.4891, 2.6692, -0.3003], [-0.1929, 0.7411, -1.7172], [-1.9174, 1.5382, -1.5362], [-1.6558, -0.2258, -1.3075], [-1.6509, 0.6718, 2.3443], [-2.9867, 1.3512, 1.0758], [-2.2917, -0.3750, 1.1285], [-0.1723, -0.3992, 1.3906]],
  "e_above_lowest_kcal_mol": 116.5,
  "e_homo_ev": [-8.2, -8.2],
  "lumo_ha": [0.0096, 0.0097],
  "total_energy_ev": -11498.428,
  "charge": 0
}